1.
Formula: C4H6SSi
Source: OMol25
Level of theory: the ωB97M-V functional and the def2-TZVPD basis

Its total energy is -22954.1801 eV. The value obtained for the energy above the lowest of the compared OMol25 structures with the same formula, charge and spin is 2.596 eV. As for the orbital gap (spin up / spin down): 7.04 / 7.04 eV.

Positions of all 12 atoms, in Å:
C1 0.885 -1.317 -1.035
C2 1.028 -0.465 0.075
C3 -0.069 -1.211 -1.975
C4 0.161 0.476 0.427
Si1 -0.739 1.620 1.544
S1 -1.344 -0.096 -1.685
H1 1.572 -2.095 -0.997
H2 1.849 -0.770 0.792
H3 -0.084 -1.983 -2.763
H4 -0.660 3.031 1.262
H5 -0.411 1.403 3.087
H6 -2.189 1.408 1.268

---

2.
Formula: C16H18Cl2N2O2
Source: OMol25
Level of theory: the ωB97M-V functional and the def2-TZVPD basis

Its total energy is -49001.0514 eV. As for the SMILES: CC(C)(CO)Nc1ccc(OCc2c(Cl)cccc2Cl)cn1. As for the orbital gap: 8.44 eV.

Positions of all 40 atoms, in Å:
Cl1 0.332 5.719 1.131
Cl2 0.284 0.823 3.745
N1 0.640 -0.575 -1.240
O1 -0.795 2.381 0.513
O2 2.376 -2.776 -2.380
C1 0.357 0.739 -0.827
C2 -0.364 -1.423 -0.868
C3 -1.521 -1.085 -0.172
C4 1.522 4.538 4.615
C5 1.089 5.266 3.505
C6 1.304 3.179 4.735
C7 -1.733 0.153 0.331
C8 0.510 4.691 2.398
C9 0.628 2.567 3.595
C10 -0.771 1.105 0.043
C11 0.062 3.372 2.589
N2 -0.316 -2.772 -1.147
C12 -1.209 2.777 1.866
C13 -1.309 -2.727 -3.455
C14 0.020 -4.804 -2.617
C15 1.258 -2.806 -3.268
C16 -0.061 -3.285 -2.620
H1 2.186 -2.244 -1.555
H2 1.202 1.433 -0.840
H3 -2.346 -1.794 -0.288
H4 2.274 4.852 5.338
H5 1.341 6.268 3.304
H6 1.814 2.550 5.500
H7 -2.639 0.457 0.882
H8 -0.180 -3.411 -0.380
H9 -1.950 3.590 1.791
H10 -1.653 1.964 2.364
H11 -1.734 -1.843 -2.961
H12 -1.150 -2.493 -4.476
H13 -2.051 -3.472 -3.466
H14 0.963 -5.218 -2.308
H15 -0.809 -5.240 -1.974
H16 -0.186 -5.170 -3.580
H17 1.146 -1.861 -3.746
H18 1.468 -3.427 -4.081

---

3.
Formula: C2H7ClNPS
Source: OMol25
Level of theory: the ωB97M-V functional and the def2-TZVPD basis

Its total energy is -36323.8910 eV. The value obtained for the energy above the lowest of the compared OMol25 structures with the same formula, charge and spin is 1.670 eV. As for the SMILES: NP(S)Cl.C=C. As for the orbital gap: 9.62 eV.

Positions of all 13 atoms, in Å:
C1 1.472 -0.130 2.302
C2 0.285 -0.701 2.280
N1 -1.691 0.097 -2.640
P1 -0.710 -0.161 -1.284
S1 0.112 1.857 -1.345
Cl1 0.767 -1.141 -2.207
H1 0.358 1.964 -0.053
H2 2.041 0.113 3.230
H3 1.995 0.281 1.338
H4 -0.270 -1.049 3.068
H5 -0.139 -0.895 1.261
H6 -2.605 0.520 -2.606
H7 -1.614 -0.753 -3.342

---

Computed M, in the same sequence as the records: 114.245 341.238 143.579 g/mol.